Formula: C39H77FN3
Source: the Open Molecules 2025 dataset
Level of theory: ωB97M-V/def2-TZVPD

Each atom is followed by the atoms it is bonded to, with distances in Å.
Geometry (Å):
1 C -2.578 10.956 -7.006  C2 1.672, H32 1.172, H33 1.177, H34 1.193
2 C -3.427 9.975 -5.951  C1 1.672, C3 1.669, H35 1.172, H36 1.187
3 C -3.675 10.803 -4.524  C2 1.669, C4 1.654, H37 1.192, H38 1.190
4 C -2.430 10.388 -3.517  C3 1.654, C5 1.671, H39 1.176, H40 1.174
5 C -2.965 9.052 -2.667  C4 1.671, C6 1.671, H41 1.188, H42 1.188
6 C -1.736 7.940 -2.458  C5 1.671, C7 1.652, H43 1.178, H44 1.190
7 C -2.256 6.596 -1.649  C6 1.652, C8 1.668, H45 1.175, H46 1.183
8 C -0.964 5.541 -1.604  C7 1.668, C9 1.662, H47 1.180, H48 1.190
9 C -1.447 3.989 -1.260  C8 1.662, C10 1.643, H49 1.184, H50 1.194
10 C -0.653 3.341 0.024  C9 1.643, C11 1.649, H51 1.187, H52 1.173
11 C 0.345 2.168 -0.563  C10 1.649, C12 1.649, H53 1.178, H54 1.192
12 C -0.466 0.749 -0.779  C11 1.649, C13 1.670, H55 1.180, H56 1.189
13 C 0.197 -0.515 0.090  C12 1.670, C14 1.641, H57 1.187, H58 1.173
14 C -0.575 -1.874 -0.412  C13 1.641, C15 1.659, H59 1.174, H60 1.181
15 C 0.384 -3.228 -0.429  C14 1.659, C16 1.638, H61 1.179, H62 1.192
16 C -0.170 -4.283 0.696  C15 1.638, C17 1.673, H63 1.187, H64 1.191
17 C -0.332 -5.845 0.119  C16 1.673, N18 1.511, C28 1.637, H65 1.190
18 N 1.033 -6.476 0.264  C17 1.511, C19 1.511, H66 1.065, H67 1.044
19 C 1.037 -7.974 0.462  N18 1.511, C20 1.639, C26 1.650, H68 1.194
20 C 2.054 -8.809 -0.516  C19 1.639, C21 1.659, C25 1.638
21 C 1.961 -8.832 -2.172  C20 1.659, C22 1.672, H69 1.178
22 C 3.071 -9.795 -2.970  C21 1.672, C23 1.638, H70 1.171
23 C 4.120 -10.624 -2.024  C22 1.638, N24 1.502, H71 1.195
24 N 4.238 -10.599 -0.527  C23 1.502, C25 1.502
25 C 3.228 -9.727 0.163  C20 1.638, N24 1.502, H72 1.194
26 C -0.471 -8.602 0.230  C19 1.650, N27 1.519, H73 1.194, H74 1.187
27 N -1.352 -7.997 1.310  C26 1.519, C28 1.511, H75 1.060
28 C -1.523 -6.526 1.012  C17 1.637, N27 1.511, C29 1.673, H76 1.180
29 C -2.929 -6.410 0.113  C28 1.673, C30 1.673, H77 1.193, H78 1.170
30 C -3.907 -7.749 0.331  C29 1.673, F31 1.497, H79 1.193, H80 1.170
31 F -3.531 -8.867 -0.590  C30 1.497
32 H -2.017 11.776 -6.384  C1 1.172
33 H -1.770 10.260 -7.506  C1 1.177
34 H -3.295 11.407 -7.844  C1 1.193
35 H -4.476 9.691 -6.388  C2 1.172
36 H -2.822 8.967 -5.782  C2 1.187
37 H -3.676 11.979 -4.719  C3 1.192
38 H -4.743 10.544 -4.067  C3 1.190
39 H -1.457 10.168 -4.141  C4 1.176
40 H -2.221 11.288 -2.794  C4 1.174
41 H -3.351 9.475 -1.626  C5 1.188
42 H -3.817 8.485 -3.270  C5 1.188
43 H -0.813 8.437 -1.921  C6 1.178
44 H -1.480 7.569 -3.559  C6 1.190
45 H -2.619 6.896 -0.573  C7 1.175
46 H -3.154 6.132 -2.263  C7 1.183
47 H -0.243 5.965 -0.772  C8 1.180
48 H -0.367 5.550 -2.634  C8 1.190
49 H -2.622 3.898 -1.148  C9 1.184
50 H -1.163 3.332 -2.215  C9 1.194
51 H -1.444 2.916 0.800  C10 1.187
52 H -0.021 4.138 0.608  C10 1.173
53 H 0.893 2.458 -1.565  C11 1.178
54 H 1.182 1.947 0.256  C11 1.192
55 H -0.488 0.530 -1.938  C12 1.180
56 H -1.598 0.897 -0.449  C12 1.189
57 H -0.030 -0.251 1.224  C13 1.187
58 H 1.361 -0.529 -0.053  C13 1.173
59 H -1.534 -1.990 0.255  C14 1.174
60 H -0.954 -1.661 -1.510  C14 1.181
61 H 0.448 -3.712 -1.501  C15 1.179
62 H 1.454 -2.865 -0.047  C15 1.192
63 H -1.257 -3.992 1.073  C16 1.187
64 H 0.523 -4.273 1.664  C16 1.191
65 H -0.602 -5.706 -1.032  C17 1.190
66 H 1.543 -6.296 -0.653  N18 1.065
67 H 1.617 -6.046 1.014  N18 1.044
68 H 1.422 -8.160 1.576  C19 1.194
69 H 1.140 -8.223 -2.756  C21 1.178
70 H 3.107 -9.927 -4.133  C22 1.171
71 H 4.888 -11.333 -2.602  C23 1.195
72 H 3.271 -9.714 1.357  C25 1.194
73 H -0.363 -9.786 0.334  C26 1.194
74 H -0.892 -8.434 -0.867  C26 1.187
75 H -0.855 -8.066 2.245  N27 1.060
76 H -1.699 -5.915 2.006  C28 1.180
77 H -2.656 -6.436 -1.048  C29 1.193
78 H -3.570 -5.470 0.385  C29 1.170
79 H -5.004 -7.423 -0.005  C30 1.193
80 H -3.996 -8.065 1.454  C30 1.170
81 C 6.114 7.914 -1.256  C82 1.522, H87 1.094, H88 1.094, H89 1.095
82 C 5.178 7.168 -0.317  C81 1.522, C83 1.531, H90 1.096, H91 1.097
83 C 3.872 6.740 -0.990  C82 1.531, C84 1.534, H92 1.095, H93 1.097
84 C 2.999 7.896 -1.497  C83 1.534, C85 1.530, H94 1.097, H95 1.097
85 C 2.588 8.910 -0.427  C84 1.530, C86 1.520, H96 1.097, H97 1.094
86 C 1.737 8.297 0.673  C85 1.520, H98 1.094, H99 1.094, H100 1.093
87 H 5.665 8.842 -1.622  C81 1.094
88 H 7.040 8.179 -0.735  C81 1.094
89 H 6.375 7.293 -2.118  C81 1.095
90 H 4.974 7.784 0.567  C82 1.096
91 H 5.693 6.271 0.047  C82 1.097
92 H 3.297 6.123 -0.292  C83 1.095
93 H 4.107 6.088 -1.841  C83 1.097
94 H 2.095 7.473 -1.953  C84 1.097
95 H 3.521 8.425 -2.303  C84 1.097
96 H 2.013 9.709 -0.909  C85 1.097
97 H 3.470 9.387 0.011  C85 1.094
98 H 0.822 7.862 0.260  C86 1.094
99 H 1.451 9.065 1.398  C86 1.094
100 H 2.277 7.515 1.215  C86 1.093
101 C -0.414 -8.403 7.872  C102 1.522, H107 1.094, H108 1.094, H109 1.095
102 C -0.613 -6.905 7.696  C101 1.522, C103 1.531, H110 1.096, H111 1.097
103 C -1.556 -6.559 6.542  C102 1.531, C104 1.534, H112 1.095, H113 1.097
104 C -1.072 -7.006 5.156  C103 1.534, C105 1.530, H114 1.097, H115 1.097
105 C 0.293 -6.452 4.741  C104 1.530, C106 1.520, H116 1.097, H117 1.094
106 C 0.308 -4.936 4.635  C105 1.520, H118 1.094, H119 1.094, H120 1.093
107 H 0.038 -8.859 6.987  C101 1.094
108 H 0.249 -8.599 8.720  C101 1.094
109 H -1.370 -8.901 8.066  C101 1.095
110 H 0.360 -6.418 7.560  C102 1.096
111 H -1.032 -6.497 8.624  C102 1.097
112 H -1.734 -5.478 6.540  C103 1.095
113 H -2.534 -7.021 6.730  C103 1.097
114 H -1.821 -6.703 4.413  C104 1.097
115 H -1.037 -8.101 5.115  C104 1.097
116 H 0.555 -6.874 3.763  C105 1.097
117 H 1.070 -6.782 5.436  C105 1.094
118 H -0.427 -4.590 3.902  C106 1.094
119 H 1.296 -4.593 4.314  C106 1.094
120 H 0.088 -4.460 5.594  C106 1.093

Electronic energy: -48857.1484 eV
E_HOMO: -10.9 eV
Charge: +1
Gap between HOMO and LUMO: 7.64 eV